Density functional theory data (ωB97M-V/def2-TZVPD) for an isolated molecule of C16H15ClF2N4S at a distorted geometry.

Output
Net charge: 0
Kohn-Sham gap (eV): 8.57
Molar mass (g mol⁻¹): 368.84
Relative energy (zero: lowest compared OMol25 entry of this formula, charge and spin) (eV): 1.436
HOMO (eV): -8.37

Each line ends with the natural charge from an NBO analysis.
Atoms and positions in Å:
C -2.236 -1.716 3.012  -0.6065
C -2.757 -1.968 1.568  -0.4051
C -2.631 -3.476 1.198  -0.4033
C -2.651 -3.785 -0.256  -0.5173
S -0.971 -3.576 -0.902  0.2344
C -0.954 -1.940 -1.539  0.2306
N -1.853 -1.653 -2.547  -0.4513
C -1.916 -0.365 -2.839  0.0849
C -1.288 0.608 -2.164  -0.0115
N -1.296 2.003 -2.299  -0.4195
C -0.403 2.385 -1.380  0.2291
N 0.082 1.379 -0.602  -0.3584
C 1.122 1.332 0.433  -0.2424
C 2.417 2.029 0.047  -0.1790
C 2.514 3.407 0.263  0.4152
F 1.466 4.171 0.702  -0.3264
C 3.727 4.081 0.059  -0.2747
C 4.888 3.282 -0.197  -0.1889
C 4.843 1.949 -0.540  -0.1105
Cl 6.299 1.003 -0.966  0.0178
C 3.593 1.292 -0.401  0.4352
F 3.350 0.016 -0.564  -0.2829
C -0.441 0.252 -1.125  0.3483
N -0.234 -1.029 -0.764  -0.4792
H -2.697 -2.457 3.682  0.2025
H -2.335 -0.736 3.320  0.2056
H -1.194 -1.870 3.091  0.2032
H -2.040 -1.402 0.835  0.2077
H -3.809 -1.823 1.406  0.2035
H -1.723 -3.787 1.680  0.2071
H -3.496 -4.121 1.562  0.1908
H -3.226 -4.718 -0.398  0.2329
H -3.185 -3.054 -0.737  0.2238
H -2.586 -0.159 -3.654  0.2051
H -0.079 3.339 -1.068  0.2054
H 1.312 0.365 0.812  0.2641
H 0.714 1.754 1.314  0.2265
H 3.840 5.146 0.142  0.2413
H 5.836 3.844 -0.185  0.2419

Forces on atoms 1 to 6 (eV/Å):
C -1.2 -2.2 -1.3
C 2.2 -0.7 -0.8
C -1.2 -0.2 1.5
C 0.8 -0.6 0.5
S 1.0 -1.4 -0.5
C -1.1 2.0 1.2



Density functional theory data (ωB97M-V/def2-TZVPD) for a structure of composition C16H15ClN2O2SeZr at a distorted geometry.

Output
Net charge: +2
Kohn-Sham gap (alpha / beta) (eV): 3.80 / 3.80
Molar mass (g mol⁻¹): 472.94
HOMO (alpha / beta) (eV): -13.86 / -13.86

Each line ends with the natural charge from an NBO analysis.
Atoms and positions in Å:
Cl 0.875 3.992 -0.207  -0.4632
C -1.960 -0.784 -1.520  -0.2851
C -1.220 -2.034 -1.509  -0.3689
C 0.104 -1.736 -1.975  -0.3431
H -1.600 -3.022 -1.230  0.2936
C 0.167 -0.291 -2.263  -0.0002
C -1.081 0.311 -1.918  -0.2662
H -1.203 1.490 -1.926  0.3277
H -3.037 -0.662 -1.364  0.2901
H 0.941 -2.411 -2.185  0.2917
C 1.209 0.355 -3.130  -0.6720
Zr -0.199 -0.863 0.323  1.3180
C 1.682 0.271 0.309  0.4250
O 2.785 0.556 0.535  -0.2975
C -1.087 1.195 1.128  0.4767
O -1.614 1.957 1.813  -0.3133
H 2.223 0.135 -2.764  0.2420
H 1.081 1.455 -3.119  0.2668
H 1.152 -0.019 -4.179  0.2803
C -2.067 -1.105 3.998  -0.4338
N -0.640 -0.867 4.102  -0.3042
C 0.321 -1.325 3.232  0.1892
Se -0.011 -2.849 1.920  0.0786
N 1.526 -0.880 3.771  -0.5055
C 1.317 -0.287 5.033  0.1862
C 2.190 0.100 6.050  -0.2233
C 1.623 0.584 7.244  -0.1462
C 0.233 0.630 7.420  -0.1520
C -0.637 0.169 6.413  -0.2003
C -0.048 -0.274 5.224  0.0876
H -2.418 -1.710 4.855  0.2607
H -2.285 -1.643 3.064  0.2308
H -2.604 -0.138 3.983  0.2456
H 2.427 -1.021 3.355  0.4524
H 3.274 0.028 5.891  0.2559
H 2.264 0.938 8.059  0.2629
H -0.186 1.034 8.354  0.2624
H -1.733 0.151 6.513  0.2507

Forces on atoms 1 to 6 (eV/Å):
Cl -0.3 -1.3 0.2
C 0.6 0.7 0.3
C 0.3 0.8 -0.3
C -0.2 1.5 0.2
H 0.0 0.4 -0.3
C 0.1 -1.4 -0.2



Density functional theory data (ωB97M-V/def2-TZVPD) for an isolated molecule of C16H15ClN2O3 at a distorted geometry.

Output
Net charge: 0
Kohn-Sham gap (eV): 8.76
Molar mass (g mol⁻¹): 318.76
Relative energy (zero: lowest compared OMol25 entry of this formula, charge and spin) (eV): 0.837
HOMO (eV): -8.20

Each line ends with the natural charge from an NBO analysis.
Atoms and positions in Å:
C -1.860 -2.589 -1.461  -0.2671
O -1.117 -1.380 -1.624  -0.5235
C -1.754 -0.368 -2.254  0.8040
O -2.806 -0.444 -2.842  -0.5816
C -1.240 1.081 -2.070  -0.3094
C -2.204 1.781 -1.053  -0.4931
C -1.935 1.430 0.416  0.7026
O -2.756 1.632 1.293  -0.5642
N -0.645 1.013 0.738  -0.4171
C 0.356 0.873 -0.230  0.1868
C 1.418 0.150 0.306  -0.0929
C 1.115 -0.080 1.668  -0.0018
C 1.885 -0.726 2.630  -0.2369
C 1.396 -0.791 3.945  -0.0500
Cl 2.289 -1.573 5.188  0.0143
C 0.142 -0.204 4.269  -0.2417
C -0.630 0.408 3.295  -0.1981
C -0.126 0.485 1.976  0.1295
C 2.631 -0.277 -0.463  -0.4447
C 2.535 0.267 -1.922  -0.2070
N 1.129 0.298 -2.407  -0.6201
C 0.223 1.209 -1.689  -0.0781
H -2.830 -2.446 -1.011  0.2007
H -1.301 -3.274 -0.786  0.2031
H -2.007 -3.137 -2.415  0.1973
H -1.295 1.529 -3.058  0.2531
H -3.224 1.550 -1.336  0.2684
H -2.125 2.868 -1.150  0.2479
H 2.858 -1.194 2.405  0.2272
H -0.182 -0.176 5.281  0.2271
H -1.573 0.894 3.555  0.2482
H 3.573 0.104 -0.032  0.2233
H 2.646 -1.401 -0.466  0.2103
H 3.110 -0.376 -2.595  0.2083
H 2.919 1.304 -1.962  0.1908
H 0.791 -0.676 -2.286  0.3681
H 0.593 2.238 -1.853  0.2162

Forces on atoms 1 to 6 (eV/Å):
C 0.2 -1.7 -0.3
O -0.3 0.6 0.0
C -1.1 1.2 -0.1
O 0.4 -1.1 0.2
C 0.6 -0.5 -0.2
C 1.1 -0.4 -0.4



Density functional theory data (ωB97M-V/def2-TZVPD) for the ion C16H15F3NO6S with charge -1 at a distorted geometry.

Output
Net charge: -1
Kohn-Sham gap (eV): 4.38
Molar mass (g mol⁻¹): 406.36
Relative energy (zero: lowest compared OMol25 entry of this formula, charge and spin) (eV): 2.836
HOMO (eV): -1.37

Each line ends with the natural charge from an NBO analysis.
Atoms and positions in Å:
C -4.095 1.468 1.050  -0.6327
C -3.352 0.162 1.056  -0.0675
O -1.950 0.473 1.384  -0.5083
C -1.325 -0.433 2.144  0.7800
C -0.091 0.168 2.834  0.0713
F -0.151 1.539 2.964  -0.3238
C 1.148 -0.248 2.017  0.6925
O 1.268 -1.322 1.456  -0.6754
O 2.066 0.721 1.995  -0.5095
C 3.336 0.267 1.429  -0.0763
C 4.114 1.522 1.153  -0.6222
O -1.675 -1.587 2.307  -0.6086
H -5.143 1.302 0.790  0.1989
H -4.050 1.907 2.052  0.2450
H -3.657 2.169 0.334  0.2041
H -3.749 -0.507 1.827  0.2069
H -3.363 -0.339 0.082  0.1754
H 3.834 -0.372 2.173  0.1838
H 3.134 -0.308 0.519  0.1967
H 5.094 1.271 0.744  0.2001
H 3.583 2.143 0.424  0.2081
H 4.247 2.102 2.071  0.2135
F 1.833 -2.442 4.607  -0.3573
C 0.534 -2.330 4.176  0.4051
F -0.253 -3.198 4.866  -0.3492
S 0.101 -0.523 4.523  0.3891
N -1.707 -0.905 5.067  -0.7731
C -1.897 -1.511 6.322  0.6739
O -1.055 -1.790 7.146  -0.5875
C -3.391 -1.666 6.406  -0.0475
C -3.951 -0.900 5.397  -0.1284
C -5.329 -0.770 5.250  -0.1910
C -6.151 -1.429 6.171  -0.2218
C -5.587 -2.163 7.230  -0.2220
C -4.195 -2.279 7.363  -0.2165
C -2.842 -0.195 4.692  0.6690
O -2.922 0.804 3.978  -0.6325
H 0.434 -2.516 3.103  0.1932
H -5.712 -0.171 4.426  0.2176
H -7.235 -1.363 6.079  0.2029
H -6.247 -2.642 7.955  0.2028
H -3.727 -2.829 8.179  0.2214

Forces on atoms 1 to 6 (eV/Å):
C 0.0 0.3 0.1
C 0.8 -0.1 0.1
O -0.7 -0.5 -0.1
C -0.9 -0.6 0.3
C 1.2 -0.8 -0.6
F -0.1 -0.7 0.0



Density functional theory data (ωB97M-V/def2-TZVPD) for an isolated molecule of C16H15FN4 at a distorted geometry.

Output
Net charge: 0
Kohn-Sham gap (eV): 9.11
Molar mass (g mol⁻¹): 282.32
Relative energy (zero: lowest compared OMol25 entry of this formula, charge and spin) (eV): 0.253
HOMO (eV): -8.47

Each line ends with the natural charge from an NBO analysis.
Atoms and positions in Å:
F -1.913 3.307 -2.785  -0.3070
C -0.697 3.337 -2.163  0.5168
C -0.126 4.473 -1.493  -0.3898
C 1.049 4.069 -0.949  -0.0362
N 1.165 2.697 -1.256  -0.1721
C 2.337 1.829 -1.002  -0.2319
C 2.228 1.166 0.317  -0.0256
C 2.718 1.839 1.473  -0.2029
C 2.598 1.230 2.691  -0.2101
C 2.000 -0.019 2.817  -0.2106
C 1.477 -0.639 1.706  0.0726
C 1.650 -0.109 0.453  -0.0446
C 1.150 -1.064 -0.599  -0.4467
C 0.868 -2.353 0.200  -0.3792
C 0.684 -1.888 1.629  -0.3063
C -0.790 -1.584 1.894  0.3544
N -1.552 -2.281 2.729  -0.4645
C -2.801 -1.683 2.660  -0.0995
C -2.795 -0.600 1.807  -0.1197
N -1.503 -0.550 1.324  -0.5391
N 0.072 2.295 -1.974  -0.3125
H -0.470 5.491 -1.474  0.2344
H 1.732 4.662 -0.367  0.2258
H 3.233 2.432 -1.046  0.2188
H 2.354 1.068 -1.775  0.2327
H 3.148 2.865 1.398  0.2107
H 2.846 1.803 3.602  0.2175
H 1.873 -0.491 3.777  0.2178
H 1.906 -1.285 -1.366  0.2245
H 0.231 -0.699 -1.064  0.2267
H 1.710 -3.039 0.158  0.2127
H -0.034 -2.858 -0.187  0.2245
H 1.106 -2.588 2.373  0.2488
H -3.670 -1.988 3.225  0.2051
H -3.656 0.075 1.601  0.2294
H -1.077 0.134 0.716  0.4251

Forces on atoms 1 to 6 (eV/Å):
F 1.7 -0.3 0.7
C 0.7 0.9 1.4
C -0.9 0.4 -0.8
C -0.3 -2.3 -0.7
N -0.7 2.2 -0.2
C -1.1 0.0 -0.4



Density functional theory data (ωB97M-V/def2-TZVPD) for a structure of composition C16H15MgN6O3S at a distorted geometry.

Output
Net charge: +1
Kohn-Sham gap (alpha / beta) (eV): 4.11 / 4.11
Molar mass (g mol⁻¹): 395.71
Relative energy (zero: lowest compared OMol25 entry of this formula, charge and spin) (eV): 1.661
HOMO (alpha / beta) (eV): -10.10 / -10.10

Each line ends with the natural charge from an NBO analysis.
Atoms and positions in Å:
Mg -1.546 -0.044 -0.498  1.7012
C -3.275 -3.100 2.219  -0.6974
C -2.479 -2.022 1.541  0.1956
N -2.673 -1.695 0.273  -0.3673
N -3.560 -2.472 -0.360  -0.4510
C -3.924 -1.955 -1.548  0.2993
N -4.878 -2.561 -2.301  -0.7740
S -3.206 -0.560 -2.178  -0.5147
C -1.464 -1.340 2.284  0.1683
C -1.023 -1.750 3.564  -0.2257
C -0.040 -0.988 4.189  -0.1301
C 0.425 0.181 3.574  -0.2630
C -0.126 0.520 2.327  0.0639
N -0.989 -0.213 1.688  -0.5720
H -3.922 -3.549 1.477  0.2737
H -3.929 -2.693 3.018  0.2369
H -2.643 -3.895 2.626  0.2270
H -5.375 -3.385 -1.919  0.4139
H -5.014 -2.254 -3.240  0.4172
H -1.470 -2.588 4.067  0.2438
H 0.421 -1.271 5.114  0.2338
H 1.157 0.852 4.022  0.2376
H 0.187 1.453 1.839  0.1909
N 0.368 1.212 -1.603  -0.4750
C 1.680 0.996 -1.758  0.6786
C 2.750 2.001 -1.861  -0.1903
C 4.070 1.549 -1.963  -0.1398
C 5.053 2.482 -2.151  -0.2030
C 4.773 3.866 -2.071  -0.1174
C 3.454 4.261 -1.895  -0.1984
C 2.427 3.348 -1.769  -0.1419
H 4.272 0.503 -1.898  0.2343
H 6.087 2.147 -2.329  0.2402
H 5.614 4.583 -2.046  0.2467
H 3.180 5.300 -1.750  0.2378
H 1.402 3.680 -1.520  0.2559
O 1.990 -0.303 -2.052  -0.4752
C 1.474 -1.274 -1.221  0.6846
O 0.305 -1.263 -0.785  -0.5832
H 2.209 -2.085 -1.121  0.1907
O -1.504 1.965 -0.805  -0.4427
N -0.260 2.363 -1.181  0.2906

Forces on atoms 1 to 6 (eV/Å):
Mg -0.2 -1.0 0.0
C -0.3 0.0 0.1
C -1.2 -1.0 -1.4
N 0.5 -0.9 2.5
N -1.3 0.2 -1.5
C 0.4 -0.7 0.7



In the order shown, the computed calculated total energy values come out to -51586.7223 -103041.1733 -38481.1904 -49596.2164 -25512.7099 -48191.5225 eV.